The following is a quantum chemistry calculation of C28H25Cl4CoNO2Se2 as an isolated structure, from the Open Molecules 2025 dataset.

Each line ends with the natural charge from an NBO analysis.
Element x y z (Å)
Co1 0.609 -0.088 -0.113  1.075
C1 1.100 0.858 4.317  -0.807
Se1 1.052 0.074 2.555  0.358
C2 2.700 -0.946 2.687  -0.594
C3 3.870 -0.244 2.020  -0.581
Se2 3.581 0.061 0.106  0.354
C4 3.706 1.995 0.158  -0.791
H1 0.973 0.069 5.056  0.202
H2 0.263 1.552 4.369  0.231
H3 2.033 1.398 4.475  0.201
H4 2.492 -1.902 2.209  0.250
H5 2.900 -1.118 3.748  0.202
H6 4.780 -0.838 2.126  0.205
H7 4.047 0.739 2.456  0.210
H8 4.690 2.301 0.510  0.192
H9 2.896 2.379 0.773  0.252
H10 3.545 2.342 -0.862  0.242
Cl1 1.012 5.636 -3.741  -0.036
C5 0.971 3.949 -3.304  -0.123
C6 1.021 2.970 -4.272  -0.111
Cl2 1.117 3.402 -5.959  -0.036
C7 1.003 1.612 -3.895  -0.164
Cl3 1.092 0.355 -5.101  -0.039
C8 0.930 1.211 -2.560  0.278
O1 0.936 -0.012 -2.156  -0.799
C9 0.857 2.244 -1.547  0.338
O2 0.811 1.864 -0.307  -0.826
C10 0.893 3.574 -1.946  -0.175
Cl4 0.853 4.785 -0.689  -0.039
C11 0.966 -4.892 0.137  -0.275
C12 1.709 -4.137 -0.763  -0.261
C13 1.615 -2.746 -0.757  -0.210
C14 0.779 -2.046 0.125  -0.354
C15 0.052 -2.842 1.023  -0.271
C16 0.136 -4.231 1.037  -0.231
H11 1.015 -5.976 0.123  0.182
H12 2.353 -4.633 -1.484  0.183
H13 2.186 -2.186 -1.493  0.205
H14 -0.624 -2.360 1.723  0.204
H15 -0.467 -4.800 1.738  0.183
C17 -3.503 -3.444 -1.294  -0.292
C18 -3.935 -2.739 -0.176  -0.230
C19 -3.281 -1.586 0.233  -0.287
C20 -2.156 -1.099 -0.453  0.294
C21 -1.755 -1.798 -1.603  -0.274
C22 -2.410 -2.953 -2.003  -0.199
N1 -1.417 -0.006 0.002  -0.751
C23 -2.135 1.118 0.347  0.180
C24 -1.639 2.058 1.272  -0.253
C25 -2.336 3.214 1.582  -0.195
C26 -3.570 3.495 1.005  -0.318
C27 -4.079 2.583 0.086  -0.227
C28 -3.385 1.430 -0.239  -0.249
H16 -3.998 -4.358 -1.599  0.184
H17 -4.786 -3.099 0.395  0.183
H18 -3.620 -1.049 1.112  0.204
H19 -0.904 -1.415 -2.154  0.253
H20 -2.059 -3.478 -2.885  0.193
H21 -0.665 1.890 1.709  0.207
H22 -1.897 3.918 2.283  0.185
H23 -4.100 4.412 1.235  0.184
H24 -5.027 2.784 -0.405  0.184
H25 -3.793 0.747 -0.973  0.203

- relative energy (zero: lowest compared OMol25 entry of this formula, charge and spin) (eV) = 0.0000
- energy (hartree) = -9313.649443
- LUMO level (alpha / beta) (eV) = 3.91 / 3.90
- HOMO-LUMO gap (alpha / beta) (eV) = 4.94 / 4.88
- total charge = -2
- 2S+1 = 2


The following is a quantum chemistry calculation of C28H25ClNiOSi as an isolated structure, from the Open Molecules 2025 dataset.

Each line ends with the natural charge from an NBO analysis.
Element x y z (Å)
C1 -0.573 -3.023 -2.738  -0.487
C2 -1.998 -2.862 -2.958  -0.333
C3 -2.665 -3.219 -1.764  -0.264
H1 -2.460 -2.615 -3.908  0.218
C4 -1.696 -3.498 -0.761  -0.302
C5 -0.399 -3.328 -1.326  -0.391
H2 0.561 -3.541 -0.860  0.201
H3 0.215 -3.017 -3.479  0.220
H4 -3.742 -3.358 -1.668  0.219
H5 -1.898 -3.905 0.227  0.198
Ni1 -0.597 -1.083 -1.896  1.353
Cl1 -0.843 -0.247 -3.837  -0.758
C6 -3.479 0.846 -0.406  -0.368
C7 -3.887 -0.055 0.623  -0.363
C8 -4.799 -0.993 0.049  -0.377
H6 -3.538 -0.039 1.658  0.165
C9 -4.945 -0.671 -1.341  -0.376
C10 -4.119 0.455 -1.621  -0.364
H7 -3.978 0.906 -2.592  0.184
H8 -2.796 1.682 -0.280  0.178
H9 -5.271 -1.818 0.583  0.166
H10 -5.546 -1.195 -2.072  0.168
O1 -0.359 -0.625 -0.068  -1.308
Si1 0.832 0.298 0.507  1.890
C11 1.126 -0.011 2.354  -0.384
C12 2.380 -0.478 2.776  -0.235
C13 2.650 -0.715 4.133  -0.222
C14 1.653 -0.500 5.092  -0.241
C15 0.390 -0.062 4.681  -0.227
C16 0.114 0.143 3.320  -0.209
C17 2.462 0.026 -0.390  -0.419
C18 2.611 -1.001 -1.336  -0.211
C19 3.796 -1.122 -2.074  -0.211
C20 4.878 -0.273 -1.811  -0.237
C21 4.756 0.721 -0.835  -0.242
C22 3.551 0.876 -0.135  -0.217
C23 0.350 2.107 0.268  -0.396
C24 0.822 2.749 -0.885  -0.224
C25 0.543 4.102 -1.106  -0.213
C26 -0.254 4.804 -0.195  -0.238
C27 -0.788 4.148 0.918  -0.225
C28 -0.487 2.800 1.159  -0.198
H11 3.157 -0.698 2.042  0.214
H12 3.620 -1.114 4.435  0.192
H13 1.845 -0.732 6.141  0.193
H14 -0.399 0.075 5.426  0.200
H15 -0.903 0.390 3.020  0.229
H16 1.794 -1.712 -1.521  0.231
H17 3.877 -1.890 -2.852  0.204
H18 5.811 -0.393 -2.368  0.195
H19 5.599 1.384 -0.614  0.194
H20 3.478 1.662 0.620  0.211
H21 1.424 2.192 -1.613  0.219
H22 0.944 4.591 -1.995  0.196
H23 -0.472 5.859 -0.370  0.193
H24 -1.456 4.679 1.605  0.198
H25 -0.894 2.297 2.039  0.211

- energy (hartree) = -3415.230045
- LUMO level (alpha / beta) (eV) = 4.46 / 4.46
- HOMO-LUMO gap (alpha / beta) (eV) = 4.32 / 4.32
- total charge = -2
- 2S+1 = 3


The following is a quantum chemistry calculation of a 5-piece molecular cluster, C28H25F7O4 overall, from the Open Molecules 2025 dataset.

Each line ends with the natural charge from an NBO analysis.
Element x y z (Å)
C1 5.406 2.705 0.503  -0.251
O1 5.001 3.320 -0.730  -0.527
C2 3.774 2.964 -1.146  0.999
O2 3.438 1.871 -1.474  -0.547
O3 2.957 4.069 -1.202  -0.527
C3 1.871 4.093 -0.322  0.212
O4 0.856 3.183 -0.734  -0.512
C4 0.491 2.256 0.160  1.168
F1 1.530 1.633 0.733  -0.325
F2 -0.257 1.355 -0.446  -0.302
F3 -0.222 2.786 1.172  -0.337
H1 5.643 3.497 1.214  0.184
H2 4.620 2.067 0.907  0.202
H3 6.295 2.098 0.333  0.194
H4 2.185 3.868 0.700  0.177
H5 1.464 5.099 -0.383  0.193
F4 3.219 2.850 2.772  -0.356
C5 3.231 3.583 3.912  0.461
C6 4.352 4.324 4.222  -0.315
C7 4.341 5.070 5.392  -0.186
C8 3.230 5.061 6.222  -0.228
C9 2.117 4.303 5.883  -0.184
C10 2.109 3.554 4.715  -0.310
H6 5.212 4.315 3.565  0.224
H7 5.209 5.661 5.653  0.219
H8 3.230 5.644 7.133  0.220
H9 1.250 4.290 6.529  0.222
H10 1.255 2.956 4.426  0.236
F5 -1.005 -4.246 -4.590  -0.338
C11 -0.545 -3.295 -3.742  0.396
C12 0.790 -2.954 -3.792  -0.288
C13 1.252 -1.976 -2.922  -0.185
C14 0.384 -1.367 -2.026  -0.229
C15 -0.954 -1.734 -2.000  -0.189
C16 -1.433 -2.707 -2.866  -0.289
H11 1.446 -3.446 -4.498  0.229
H12 2.294 -1.686 -2.947  0.221
H13 0.755 -0.610 -1.351  0.225
H14 -1.632 -1.261 -1.301  0.217
H15 -2.472 -3.008 -2.868  0.230
F6 -6.296 -5.737 -8.372  -0.329
C17 -5.287 -6.182 -7.594  0.399
C18 -5.228 -7.527 -7.290  -0.291
C19 -4.187 -7.977 -6.490  -0.190
C20 -3.235 -7.089 -6.009  -0.233
C21 -3.320 -5.740 -6.330  -0.191
C22 -4.354 -5.277 -7.132  -0.289
H16 -5.984 -8.199 -7.674  0.228
H17 -4.122 -9.029 -6.243  0.215
H18 -2.427 -7.445 -5.385  0.217
H19 -2.579 -5.049 -5.951  0.233
H20 -4.441 -4.232 -7.400  0.228
F7 -3.969 0.246 7.006  -0.326
C23 -3.282 0.512 5.876  0.400
C24 -2.183 -0.265 5.568  -0.288
C25 -1.483 0.015 4.402  -0.190
C26 -1.883 1.054 3.573  -0.239
C27 -2.992 1.818 3.910  -0.189
C28 -3.705 1.550 5.070  -0.288
H21 -1.889 -1.067 6.231  0.230
H22 -0.621 -0.585 4.142  0.218
H23 -1.335 1.267 2.667  0.222
H24 -3.306 2.630 3.267  0.218
H25 -4.575 2.128 5.351  0.230

- energy (hartree) = -2081.975779
- LUMO level (eV) = 0.52
- HOMO-LUMO gap (eV) = 9.61
- SMILES string = COC(=O)OCOC(F)(F)F.Fc1ccccc1.Fc1ccccc1.Fc1ccccc1.Fc1ccccc1


Number 2 is which compound? C28H25ClNiOSi


Among the records above, which one has the highest energy? C28H25F7O4


Which of these has the lowest energy? C28H25Cl4CoNO2Se2